The following is a DFT calculation (the ωB97M-V functional and the def2-TZVPD basis) of a cluster of 2 separate species, C10H16 in total.

```
26
Properties=species:S:1:pos:R:3:forces:R:3:lowdin_charge:R:1
C -0.640 2.416 0.865 4.292 -1.747 0.874 -0.08
C -1.137 1.130 0.302 -0.020 0.670 -2.943 -0.23
C -0.179 0.547 -0.667 0.481 -4.038 -1.322 -0.25
C -0.071 -0.902 -0.611 1.399 1.248 -1.583 -0.01
C 0.611 -1.734 -1.628 -1.100 3.248 3.917 -0.06
C 1.308 -0.987 -2.544 -1.519 -0.875 -2.243 -0.13
C 0.915 0.359 -2.787 3.367 0.293 0.129 -0.10
C 0.300 1.176 -1.840 -0.134 -1.312 0.292 -0.05
H -1.333 3.081 0.731 -3.654 4.460 -0.792 0.00
H 0.327 2.725 0.347 -1.234 -0.134 0.885 0.11
H -0.491 2.377 1.974 0.205 -0.221 -0.941 0.10
H -1.344 0.556 1.136 -0.659 -2.023 1.062 0.05
H -1.993 1.101 -0.479 0.336 0.970 2.088 0.17
H -0.374 -1.254 0.358 -0.440 -0.893 -0.159 0.07
H 0.669 -2.764 -1.364 0.377 -0.698 -0.457 0.08
H 1.892 -1.541 -3.316 -0.276 0.785 0.643 0.11
H 1.577 0.791 -3.581 -1.302 0.094 0.470 0.11
H 0.223 2.238 -2.009 -0.158 0.153 -0.029 0.10
C -0.985 -0.829 3.624 -1.709 -4.524 -0.813 -0.16
C 0.353 -1.295 3.013 -0.388 5.601 -0.705 -0.15
H -1.356 -1.718 4.228 0.436 0.892 -0.190 0.07
H -0.866 -0.082 4.326 0.039 2.016 1.032 0.02
H -1.921 -0.756 2.949 1.947 0.600 0.573 0.09
H 1.194 -1.324 3.678 0.173 0.274 0.639 0.06
H 0.596 -0.559 2.158 0.139 -0.761 1.403 0.08
H 0.354 -2.152 2.514 -0.597 -4.080 -1.830 0.00
```
Positions in Å, forces in eV/Å.

Results
E_tot ... -10626.6911 eV
Charge ... 0
Relative energy (zero: lowest compared OMol25 entry of this formula, charge and spin) ... 294.5 kJ/mol
HOMO-LUMO gap ... 9.548 eV